# 1
Formula: C4H18N2O6
Source: the OMol25 dataset
Level of theory: ωB97M-V with the def2-TZVPD basis set

Last columns: bonded neighbours and bond lengths (Å).
Element x y z (Å)
1 C 1.78 0.08 -2.26  N2 1.462, H9 1.088, H10 1.097, H11 1.091
2 N 0.95 0.53 -1.15  C1 1.462, C3 1.475, H12 1.020
3 C 1.30 -0.19 0.09  N2 1.475, C4 1.512, H13 1.092, H14 1.089
4 C 0.34 0.17 1.20  C3 1.512, O5 1.226, N6 1.370
5 O 0.53 1.14 1.92  C4 1.226
6 N -0.75 -0.62 1.43  C4 1.370, C7 1.440, H15 1.002
7 C -1.24 -1.66 0.57  N6 1.440, O8 1.434, H16 1.082, H17 1.093
8 O -0.57 -2.90 0.83  C7 1.434, H18 0.969
9 H 2.83 0.32 -2.06  C1 1.088
10 H 1.71 -1.01 -2.43  C1 1.097
11 H 1.46 0.59 -3.17  C1 1.091
12 H -0.05 0.37 -1.34  N2 1.020
13 H 1.30 -1.27 -0.08  C3 1.092
14 H 2.30 0.12 0.40  C3 1.089
15 H -1.35 -0.34 2.19  N6 1.002
16 H -1.09 -1.49 -0.49  C7 1.082
17 H -2.32 -1.78 0.75  C7 1.093
18 H -0.39 -3.04 1.77  O8 0.969
19 O -1.87 3.01 0.08  H20 0.957, H21 0.994
20 H -2.09 3.14 1.00  O19 0.957
21 H -0.89 3.12 0.03  O19 0.994
22 O 1.37 -3.54 -1.06  H23 0.986, H24 0.966
23 H 0.67 -3.33 -0.40  O22 0.986
24 H 1.17 -4.43 -1.35  O22 0.966
25 O 0.84 3.24 0.13  H26 0.969, H27 0.980
26 H 1.13 2.65 -0.59  O25 0.969
27 H 0.96 2.66 0.91  O25 0.980
28 O -2.18 0.52 -0.98  H29 0.994, H30 0.969
29 H -2.09 1.41 -0.55  O28 0.994
30 H -2.79 0.70 -1.71  O28 0.969

Its energy is -19706.1617 eV. Its total charge is 0. For the energy relative to the best compared isomer or geometry (same formula, charge and spin), the calculation gives 0.129 eV. For the frontier orbital gap, the calculation gives 0.356 Ha. The SMILES is CNCC(=O)NCO.O.O.O.O.

***

# 2
Formula: C18H29BBrN2O8S2
Source: the OMol25 dataset
Level of theory: ωB97M-V with the def2-TZVPD basis set

Last columns: bonded neighbours and bond lengths (Å).
Element x y z (Å)
1 O -2.88 4.92 5.90  S2 1.449
2 S -3.42 4.02 4.90  O1 1.449, O3 1.460, O4 1.675, O22 1.674
3 O -4.87 4.08 5.11  S2 1.460
4 O -3.16 4.38 3.29  S2 1.675, C5 1.465
5 C -2.19 3.39 2.81  O4 1.465, Br6 1.998, C7 1.571, C14 1.601
6 Br -0.55 4.06 3.73  C5 1.998
7 C -2.29 3.56 1.25  C5 1.571, C8 1.554, H23 1.121, H24 1.127
8 C -0.95 3.55 0.48  C7 1.554, C9 1.485, C13 1.444
9 C -0.80 4.48 -0.67  C8 1.485, C10 1.473, H25 1.115
10 C 0.43 4.50 -1.47  C9 1.473, C11 1.464, H26 1.120
11 C 1.57 3.62 -1.21  C10 1.464, C12 1.457, H27 1.117
12 C 1.47 2.72 -0.07  C11 1.457, C13 1.517, H28 1.113
13 C 0.19 2.71 0.75  C8 1.444, C12 1.517, H29 1.113
14 C -2.80 2.06 3.47  C5 1.601, N15 1.498, O18 1.408, O22 1.479
15 N -4.27 1.87 3.24  C14 1.498, C16 1.234
16 C -4.73 1.06 4.05  N15 1.234, S17 1.604
17 S -4.95 -0.22 4.99  C16 1.604
18 O -2.00 0.91 3.50  C14 1.408, B19 1.416
19 B -1.88 0.24 2.26  O18 1.416, O20 1.423, O21 1.400
20 O -0.73 -0.56 2.08  B19 1.423, H30 0.979
21 O -2.81 0.27 1.21  B19 1.400, H31 0.977
22 O -2.80 2.46 4.89  S2 1.674, C14 1.479
23 H -2.99 2.81 0.79  C7 1.121
24 H -2.75 4.58 1.08  C7 1.127
25 H -1.63 5.19 -0.93  C9 1.115
26 H 0.52 5.19 -2.35  C10 1.120
27 H 2.50 3.61 -1.83  C11 1.117
28 H 2.32 2.05 0.18  C12 1.113
29 H 0.18 2.00 1.61  C13 1.113
30 H -0.62 -1.06 2.92  O20 0.979
31 H -3.65 -0.17 1.47  O21 0.977
32 C 2.93 -1.71 -3.74  C33 1.517, H42 1.092, H43 1.091, H44 1.089
33 C 1.93 -2.77 -3.31  C32 1.517, N34 1.526, H45 1.093, H46 1.085
34 N 2.33 -3.55 -2.06  C33 1.526, C35 1.520, C36 1.528, C38 1.535
35 C 3.63 -4.28 -2.37  N34 1.520, H47 1.088, H48 1.089, H49 1.087
36 C 1.32 -4.67 -1.80  N34 1.528, C37 1.518, H50 1.092, H51 1.091
37 C -0.09 -4.23 -1.44  C36 1.518, H52 1.089, H53 1.092, H54 1.089
38 C 2.61 -2.68 -0.83  N34 1.535, C39 1.526, H55 1.091, H56 1.092
39 C 1.52 -1.70 -0.39  C38 1.526, O40 1.411, H57 1.097, H58 1.088
40 O 1.24 -0.77 -1.41  C39 1.411, C41 1.428
41 C -0.09 -0.26 -1.38  O40 1.428, H59 1.091, H60 1.094, H61 1.090
42 H 3.87 -2.14 -4.06  C32 1.092
43 H 2.52 -1.16 -4.59  C32 1.091
44 H 3.14 -0.98 -2.96  C32 1.089
45 H 1.81 -3.50 -4.11  C33 1.093
46 H 0.95 -2.33 -3.13  C33 1.085
47 H 3.49 -4.87 -3.27  C35 1.088
48 H 3.87 -4.92 -1.52  C35 1.089
49 H 4.43 -3.55 -2.50  C35 1.087
50 H 1.73 -5.29 -1.01  C36 1.092
51 H 1.28 -5.26 -2.72  C36 1.091
52 H -0.18 -4.02 -0.37  C37 1.089
53 H -0.78 -5.06 -1.63  C37 1.092
54 H -0.46 -3.38 -2.00  C37 1.089
55 H 3.52 -2.12 -1.06  C38 1.091
56 H 2.83 -3.37 -0.01  C38 1.092
57 H 1.90 -1.15 0.47  C39 1.097
58 H 0.63 -2.22 -0.06  C39 1.088
59 H -0.64 -0.55 -0.48  C41 1.091
60 H -0.63 -0.63 -2.26  C41 1.094
61 H -0.04 0.83 -1.42  C41 1.090

Its energy is -130878.0561 eV. Its total charge is +1. For the frontier orbital gap, the calculation gives 0.316 Ha.

***

# 3
Formula: C4H13NO2
Source: the OMol25 dataset
Level of theory: ωB97M-V with the def2-TZVPD basis set

Last columns: bonded neighbours and bond lengths (Å).
Element x y z (Å)
1 C 0.91 1.03 -1.25  C2 1.537, H7 1.091, H8 1.087, H9 1.096
2 C 0.37 -0.15 -0.43  C1 1.537, O3 1.424, C4 1.535, H10 1.100
3 O -0.75 -0.75 -1.07  C2 1.424, H11 0.963
4 C -0.04 0.26 0.99  C2 1.535, C5 1.563, H12 1.094, H13 1.091
5 C 0.01 -0.92 2.03  C4 1.563, N6 1.439, H14 1.089, H15 1.086
6 N 1.39 -1.27 2.26  C5 1.439, H16 1.017, H17 1.009
7 H 0.49 1.97 -0.89  C1 1.091
8 H 0.82 0.87 -2.32  C1 1.087
9 H 1.97 1.10 -1.00  C1 1.096
10 H 1.15 -0.92 -0.36  C2 1.100
11 H -0.86 -0.55 -2.01  O3 0.963
12 H 0.71 1.00 1.27  C4 1.094
13 H -1.07 0.60 0.86  C4 1.091
14 H -0.48 -0.50 2.90  C5 1.089
15 H -0.56 -1.73 1.60  C5 1.086
16 H 2.11 -0.72 1.81  N6 1.017
17 H 1.67 -2.23 2.11  N6 1.009
18 O -2.86 1.14 -1.96  H19 0.962, H20 0.956
19 H -2.44 1.52 -2.74  O18 0.962
20 H -2.54 0.25 -1.79  O18 0.956

Its energy is -9943.2315 eV. Its total charge is 0. For the energy relative to the best compared isomer or geometry (same formula, charge and spin), the calculation gives 0.965 eV. For the frontier orbital gap, the calculation gives 0.356 Ha. The SMILES is C[C@H](O)CCN.O.

***

Question: Which formula does entry 1 have?
Answer: C4H18N2O6